(1)
C20H66BF4NO14 | ωB97M-V with the def2-TZVPD basis set

Results
- total energy (eV) = -63505.3901
- molecular weight (g/mol) = 631.5
- LUMO level (eV) = 0.4
- HOMO-LUMO gap (eV) = 9.8

Geometry as ORCA input:
```
! wB97M-V def2-TZVPD RIJCOSX def2/J DEFGRID3
* xyz 0 1
C -2.87 1.04 4.36
C -2.05 1.52 3.13
B -1.61 0.29 2.27
C -0.25 -0.48 2.45
C -0.21 -1.22 3.75
N -0.50 -2.46 3.78
C -2.57 -0.19 1.06
F -2.31 0.67 0.01
F -2.27 -1.45 0.61
C -4.07 -0.14 1.30
F -4.37 -0.97 2.34
F -4.74 -0.59 0.21
H -3.92 0.90 4.11
H -2.78 1.78 5.16
H -2.50 0.09 4.75
H -2.66 2.20 2.54
H -1.18 2.07 3.48
H 0.56 0.26 2.43
H -0.10 -1.19 1.65
H 0.08 -0.66 4.64
H -0.41 -2.83 4.73
H -4.42 0.87 1.52
C -1.00 -4.28 -0.57
O -0.84 -3.13 -1.39
H -0.49 -5.10 -1.06
H -0.55 -4.14 0.42
H -2.05 -4.54 -0.45
H -1.28 -2.39 -0.95
C -1.37 2.32 -2.61
O -0.96 3.69 -2.48
H -2.16 2.16 -1.88
H -1.76 2.12 -3.61
H -0.55 1.63 -2.40
H -0.26 3.84 -3.12
C 1.44 1.64 6.79
O 1.00 1.37 5.45
H 0.80 1.08 7.46
H 2.48 1.32 6.93
H 1.35 2.70 7.03
H 1.56 1.86 4.85
C 1.15 -5.57 3.03
O 1.14 -4.41 2.23
H 1.63 -6.36 2.45
H 1.73 -5.42 3.95
H 0.14 -5.90 3.29
H 0.70 -3.70 2.73
C -0.95 -1.53 -4.51
O -0.50 -0.18 -4.44
H -1.75 -1.64 -3.77
H -1.35 -1.78 -5.50
H -0.16 -2.24 -4.26
H 0.21 -0.08 -5.09
C -4.59 4.83 2.04
O -3.65 4.48 3.06
H -4.96 3.90 1.61
H -5.44 5.39 2.45
H -4.13 5.42 1.25
H -3.30 5.29 3.44
C 2.50 1.72 -4.98
O 2.12 1.21 -6.25
H 1.89 1.21 -4.23
H 3.55 1.52 -4.76
H 2.32 2.80 -4.90
H 2.67 1.65 -6.91
C 0.29 1.55 10.65
O 0.27 2.56 9.65
H 0.82 0.70 10.24
H 0.82 1.88 11.55
H -0.72 1.24 10.93
H -0.20 3.32 10.01
C -4.71 -6.38 -1.46
O -3.82 -7.08 -2.32
H -5.20 -7.12 -0.84
H -4.18 -5.68 -0.82
H -5.47 -5.84 -2.03
H -3.37 -6.44 -2.88
C 2.59 4.36 -8.06
O 3.46 3.31 -7.63
H 1.69 4.30 -7.44
H 3.05 5.34 -7.92
H 2.30 4.23 -9.10
H 4.26 3.34 -8.16
C 2.83 -2.50 -0.41
O 1.66 -2.13 0.29
H 3.50 -1.64 -0.40
H 3.34 -3.34 0.08
H 2.61 -2.77 -1.45
H 1.08 -2.90 0.30
C -4.84 7.52 -1.24
O -5.10 6.16 -0.94
H -5.33 8.12 -0.48
H -3.76 7.74 -1.22
H -5.23 7.80 -2.22
H -4.67 5.62 -1.60
C 6.27 -0.44 -4.34
O 5.65 -0.12 -5.58
H 7.28 -0.03 -4.36
H 5.73 0.00 -3.50
H 6.33 -1.52 -4.18
H 4.76 -0.49 -5.57
C 7.81 -4.13 -3.13
O 6.54 -3.67 -2.68
H 8.46 -3.25 -3.19
H 8.25 -4.84 -2.42
H 7.75 -4.59 -4.11
H 5.95 -4.43 -2.62
*
```

Atomic partial charges in e from the Löwdin method, atoms 1 to 8: -0.0707 -0.1417 -0.1717 -0.0650 -0.2143 0.0997 -0.3506 0.0892



(2)
C20H69N5O12 | ωB97M-V with the def2-TZVPD basis set

Results
- total energy (eV) = -53878.0768
- structure (SMILES) = COC[C@H](C)N.COC[C@H](C)N.COC[C@H](C)N.COC[C@H](C)N.COC[C@H](C)N.O.O.O.O.O.O.O
- molecular weight (g/mol) = 571.8
- relative energy (zero: lowest compared OMol25 entry of this formula, charge and spin) (eV) = 0.097
- LUMO level (eV) = 0.0
- HOMO-LUMO gap (eV) = 8.9

Geometry as ORCA input:
```
! wB97M-V def2-TZVPD RIJCOSX def2/J DEFGRID3
* xyz 0 1
C 2.76 -4.21 -1.44
O 3.91 -3.59 -1.96
C 3.66 -2.68 -3.01
C 4.88 -1.78 -3.20
C 6.08 -2.51 -3.79
N 5.30 -1.11 -1.96
H 2.29 -3.73 -0.57
H 3.13 -5.14 -0.99
H 1.99 -4.44 -2.18
H 3.39 -3.16 -3.96
H 2.80 -2.04 -2.74
H 4.57 -0.99 -3.89
H 6.84 -1.80 -4.09
H 5.84 -3.22 -4.59
H 6.47 -3.20 -3.03
H 5.67 -1.84 -1.34
H 4.43 -0.85 -1.49
C -0.93 5.63 3.34
O -1.19 4.25 3.57
C -2.56 4.00 3.84
C -3.42 4.09 2.57
C -4.86 3.65 2.81
N -2.84 3.33 1.45
H -1.36 6.27 4.11
H -1.28 5.88 2.34
H 0.14 5.79 3.38
H -2.69 3.00 4.26
H -2.90 4.78 4.54
H -3.48 5.15 2.27
H -5.38 4.19 3.60
H -4.88 2.59 3.07
H -5.38 3.73 1.85
H -1.83 3.38 1.61
H -3.00 2.33 1.64
C 1.47 0.78 -2.38
O 0.78 0.32 -1.24
C -0.16 -0.71 -1.53
C -1.57 -0.19 -1.78
C -2.06 0.74 -0.67
N -2.50 -1.31 -1.93
H 0.90 1.42 -3.07
H 1.92 -0.03 -2.95
H 2.31 1.39 -2.05
H 0.16 -1.40 -2.32
H -0.15 -1.37 -0.66
H -1.54 0.38 -2.72
H -3.15 0.77 -0.66
H -1.63 1.72 -0.79
H -1.78 0.32 0.30
H -2.18 -1.91 -2.68
H -3.43 -0.97 -2.13
C 2.57 -1.01 1.30
O 3.80 -1.40 1.93
C 4.02 -2.78 1.86
C 5.20 -3.15 2.72
C 6.54 -2.71 2.13
N 5.19 -4.59 3.05
H 2.73 -0.23 0.55
H 1.99 -0.53 2.09
H 2.15 -1.87 0.78
H 3.14 -3.39 2.10
H 4.23 -3.05 0.81
H 5.06 -2.64 3.68
H 6.74 -3.22 1.19
H 7.35 -2.81 2.85
H 6.52 -1.64 1.90
H 4.97 -5.18 2.26
H 6.10 -4.87 3.37
C -5.18 -0.04 0.79
O -4.26 0.05 1.85
C -3.58 -1.16 2.10
C -2.78 -1.03 3.40
C -2.07 0.30 3.49
N -1.83 -2.15 3.46
H -6.07 -0.61 1.13
H -4.76 -0.57 -0.07
H -5.53 0.96 0.57
H -4.33 -1.97 2.18
H -2.92 -1.47 1.29
H -3.57 -1.10 4.16
H -2.78 1.11 3.58
H -1.47 0.48 2.58
H -1.40 0.38 4.35
H -2.35 -2.98 3.71
H -1.17 -1.99 4.23
O -2.95 2.45 -3.79
H -3.41 2.90 -3.07
H -3.54 1.72 -4.04
O -3.73 3.75 -1.16
H -3.49 3.64 -0.21
H -4.37 4.47 -1.18
O -4.99 0.38 -4.21
H -5.54 0.86 -3.57
H -5.29 -0.53 -4.16
O -0.11 2.64 -5.04
H -0.45 3.54 -5.11
H -0.74 2.21 -4.44
O 0.27 2.21 0.88
H 1.01 2.83 0.90
H 0.34 1.76 0.02
O -1.84 -3.40 -0.07
H -1.80 -3.00 0.81
H -2.13 -2.68 -0.66
O 2.56 1.62 -5.09
H 2.79 2.02 -5.93
H 1.60 1.76 -5.01
*
```

Atomic partial charges in e from the Löwdin method, atoms 1 to 8: -0.1146 -0.1848 -0.2130 -0.4274 -0.0646 0.0535 0.0677 0.0910



(3)
C20H70N12O15 | ωB97M-V with the def2-TZVPD basis set

Results
- total energy (eV) = -70463.4712
- molecular weight (g/mol) = 718.8
- relative energy (zero: lowest compared OMol25 entry of this formula, charge and spin) (eV) = 2.473
- LUMO level (eV) = -0.3
- HOMO-LUMO gap (eV) = 8.8

Geometry as ORCA input:
```
! wB97M-V def2-TZVPD RIJCOSX def2/J DEFGRID3
* xyz 0 1
C 20.93 6.94 11.91
C 20.89 5.49 12.43
O 19.56 5.08 12.38
H 20.19 7.58 12.30
H 20.69 7.09 10.82
H 21.87 7.43 11.85
H 21.21 5.35 13.49
H 21.53 4.85 11.80
H 19.58 4.28 12.88
C 19.56 3.47 9.71
C 20.02 2.25 10.66
O 18.90 1.71 11.37
H 19.50 3.08 8.69
H 20.26 4.32 9.60
H 18.56 3.84 9.96
H 20.70 2.58 11.47
H 20.45 1.47 10.01
H 19.32 1.33 12.16
C 16.09 2.42 7.51
C 15.82 3.25 8.75
O 14.78 2.57 9.51
H 16.31 1.44 7.85
H 16.88 2.86 6.92
H 15.22 2.30 6.86
H 15.41 4.15 8.45
H 16.70 3.43 9.32
H 13.99 2.52 8.97
C 18.91 6.32 17.17
C 19.14 5.32 16.08
O 17.93 5.06 15.44
H 19.75 6.26 17.91
H 18.03 5.95 17.80
H 18.79 7.23 16.74
H 19.49 4.32 16.37
H 19.89 5.65 15.39
H 17.71 5.88 14.94
C 14.83 7.15 7.51
C 13.70 6.51 8.21
O 14.06 6.11 9.49
H 14.51 7.04 6.48
H 15.79 6.73 7.68
H 14.87 8.25 7.57
H 13.32 5.66 7.67
H 12.88 7.23 8.38
H 13.84 6.91 10.04
C 16.17 -0.60 10.58
O 14.97 -1.24 10.25
N 16.39 0.62 10.61
N 17.16 -1.27 11.21
H 15.82 1.18 10.05
H 17.30 1.15 10.68
H 16.84 -2.26 11.51
H 18.18 -1.10 11.35
C 19.41 1.91 14.42
O 20.65 2.59 14.73
N 18.29 2.56 14.22
N 19.30 0.70 13.99
H 18.13 3.45 14.70
H 17.38 2.13 13.77
H 20.18 0.34 13.81
H 18.41 0.17 13.96
C 11.96 4.07 11.44
O 10.94 3.75 12.27
N 11.79 4.45 10.20
N 13.23 4.10 11.89
H 10.80 4.70 9.91
H 12.48 5.09 9.86
H 13.43 3.79 12.84
H 14.01 4.21 11.25
C 17.59 7.71 10.20
O 17.46 8.49 9.08
N 17.26 8.15 11.40
N 18.04 6.50 10.38
H 17.17 9.18 11.66
H 17.14 7.58 12.21
H 18.38 6.13 9.48
H 18.31 6.04 11.25
C 14.14 9.65 10.35
O 12.97 10.33 10.33
N 14.44 8.63 11.13
N 15.18 10.04 9.59
H 13.64 8.27 11.72
H 15.28 8.02 11.02
H 15.05 10.87 8.98
H 16.02 9.50 9.45
C 16.17 0.25 14.40
O 15.42 0.15 15.54
N 16.93 -0.68 13.88
N 16.05 1.26 13.59
H 16.99 -1.50 14.47
H 17.14 -0.87 12.89
H 15.27 1.86 13.85
H 16.20 1.05 12.58
C 13.18 0.85 12.24
O 13.15 -0.47 12.84
H 12.59 1.55 12.85
H 12.49 0.77 11.40
H 14.06 1.41 11.99
H 13.75 -0.99 12.31
C 14.67 3.72 15.48
O 13.99 2.74 14.69
H 14.94 3.21 16.44
H 13.97 4.53 15.72
H 15.59 4.16 15.15
H 13.07 2.93 14.83
C 16.39 4.35 12.17
O 15.74 5.36 11.47
H 17.10 4.79 12.79
H 16.91 3.78 11.46
H 15.72 3.71 12.82
H 16.40 5.92 11.02
C 13.98 6.67 14.07
O 13.30 6.80 12.90
H 14.86 6.09 13.84
H 13.37 6.30 14.93
H 14.42 7.66 14.21
H 13.23 5.85 12.60
*
```

Atomic partial charges in e from the Löwdin method, atoms 1 to 8: -0.0668 -0.2815 -0.1205 0.0418 0.0868 0.0638 0.1187 0.1092



(4)
C20H72N12O16 | ωB97M-V with the def2-TZVPD basis set

Results
- total energy (eV) = -72541.6163
- molecular weight (g/mol) = 736.9
- relative energy (zero: lowest compared OMol25 entry of this formula, charge and spin) (eV) = 3.853
- LUMO level (eV) = -0.1
- HOMO-LUMO gap (eV) = 9.1

Geometry as ORCA input:
```
! wB97M-V def2-TZVPD RIJCOSX def2/J DEFGRID3
* xyz 0 1
C 1.47 1.59 3.57
C 0.35 2.54 3.31
O -0.88 1.82 3.04
H 1.49 0.82 2.83
H 1.43 1.15 4.61
H 2.31 2.21 3.61
H 0.61 3.01 2.41
H 0.21 3.20 4.20
H -1.37 2.48 2.52
C 3.17 -4.72 1.32
C 3.94 -3.56 2.00
O 3.24 -2.37 1.83
H 2.91 -4.68 0.28
H 2.36 -4.97 2.03
H 3.80 -5.55 1.36
H 4.91 -3.49 1.50
H 4.19 -3.81 3.05
H 3.76 -1.53 1.89
C 1.12 4.98 -2.83
C 0.00 3.97 -3.02
O -1.25 4.59 -3.01
H 1.98 4.68 -3.49
H 1.38 5.34 -1.83
H 0.75 5.86 -3.24
H 0.03 3.03 -2.40
H 0.15 3.57 -4.03
H -1.98 4.05 -2.81
C 3.38 -2.55 -3.28
C 3.01 -2.01 -1.93
O 3.94 -2.61 -0.97
H 3.71 -3.60 -3.27
H 4.16 -2.02 -3.77
H 2.43 -2.38 -3.90
H 1.98 -2.29 -1.73
H 3.08 -0.93 -1.96
H 3.63 -2.28 -0.22
C 4.25 0.95 1.31
O 4.81 -0.33 1.47
N 4.93 2.02 1.50
N 3.04 1.16 0.83
H 5.94 1.94 1.91
H 4.59 3.00 1.45
H 2.41 0.44 0.58
H 2.54 2.12 0.76
C -4.53 0.60 0.92
O -5.09 1.90 1.18
N -5.00 -0.63 0.98
N -3.39 0.50 0.30
H -5.82 -0.84 1.54
H -4.48 -1.52 0.84
H -2.95 1.45 0.35
H -2.95 -0.03 1.01
C 2.53 4.46 0.74
O 1.78 5.24 1.66
N 3.86 4.45 0.62
N 1.98 3.55 -0.02
H 4.43 5.18 1.09
H 4.34 3.96 -0.10
H 0.96 3.46 -0.18
H 2.48 3.24 -0.88
C -4.41 -1.16 -2.55
O -4.62 -1.54 -3.83
N -5.37 -1.30 -1.66
N -3.34 -0.73 -2.04
H -6.30 -1.55 -2.04
H -5.31 -0.87 -0.76
H -2.40 -0.91 -2.58
H -3.32 -0.29 -1.02
C -1.98 3.45 0.47
O -0.72 3.44 0.02
N -2.18 3.76 1.70
N -2.96 3.06 -0.19
H -1.47 4.46 2.08
H -3.15 3.87 1.93
H -2.73 2.97 -1.17
H -3.95 3.08 0.00
C -3.64 -3.60 0.26
O -3.18 -4.57 1.06
N -4.68 -3.66 -0.54
N -2.97 -2.45 0.07
H -5.00 -4.64 -0.83
H -5.08 -2.87 -1.10
H -2.05 -2.47 0.62
H -3.05 -1.76 -0.70
C 1.96 0.79 -4.40
O 1.43 0.56 -3.08
H 2.42 -0.07 -4.92
H 2.74 1.59 -4.45
H 1.08 1.01 -5.03
H 0.69 -0.03 -3.23
C 0.71 -1.75 4.33
O 1.47 -2.96 3.90
H -0.22 -1.98 4.86
H 0.55 -1.06 3.55
H 1.14 -1.16 5.14
H 2.08 -2.80 3.12
C -0.01 -3.59 0.00
O -0.30 -2.70 1.05
H -0.59 -4.54 0.13
H 0.97 -3.86 0.20
H -0.11 -3.18 -1.07
H -0.49 -3.19 1.84
C -2.60 -1.80 3.29
O -2.08 -0.74 2.48
H -3.02 -1.25 4.18
H -1.92 -2.60 3.44
H -3.55 -2.06 2.84
H -1.57 -0.12 3.00
C -0.02 0.34 -0.26
O 1.14 -0.48 0.11
H -0.82 -0.25 -0.74
H 0.13 1.27 -0.87
H -0.60 0.76 0.61
H 0.83 -1.21 0.63
C -1.39 -0.84 -4.48
O -1.05 -1.24 -3.15
H -2.15 -0.04 -4.42
H -1.94 -1.68 -4.94
H -0.55 -0.55 -5.06
H -0.58 -2.09 -3.33
*
```

Atomic partial charges in e from the Löwdin method, atoms 1 to 8: -0.0798 -0.2825 -0.1148 0.0543 0.0976 0.0572 0.0563 0.1382



(5)
C21H10ClNO3S | ωB97M-V with the def2-TZVPD basis set

Results
- total energy (eV) = -52929.9832
- structure (SMILES) = O=C1c2ccccc2C(=O)c2c1ccc1c(=O)n(-c3ccc(Cl)cc3)sc21
- molecular weight (g/mol) = 391.8
- relative energy (zero: lowest compared OMol25 entry of this formula, charge and spin) (eV) = 0.277
- LUMO level (eV) = -1.7
- HOMO-LUMO gap (eV) = 6.8

Geometry as ORCA input:
```
! wB97M-V def2-TZVPD RIJCOSX def2/J DEFGRID3
* xyz 0 1
O -4.67 0.48 1.25
C -3.59 0.96 0.87
C -3.44 2.41 0.59
C -4.46 3.33 0.91
C -4.35 4.70 0.68
C -3.23 5.15 0.00
C -2.18 4.24 -0.37
C -2.23 2.88 -0.02
C -1.15 1.91 -0.32
O -0.16 2.31 -0.92
C -1.29 0.49 0.02
C -2.51 0.01 0.56
C -2.66 -1.36 0.88
C -1.61 -2.26 0.66
C -0.38 -1.78 0.13
C 0.80 -2.62 -0.13
O 0.75 -3.83 0.05
N 1.87 -1.86 -0.62
C 3.19 -2.26 -0.66
C 3.72 -3.20 0.24
C 5.09 -3.46 0.27
C 5.98 -2.77 -0.52
Cl 7.69 -3.14 -0.31
C 5.48 -1.89 -1.48
C 4.10 -1.66 -1.56
S 1.47 -0.20 -0.76
C -0.21 -0.43 -0.16
H -5.37 2.95 1.38
H -5.11 5.42 0.95
H -3.17 6.23 -0.24
H -1.34 4.63 -0.94
H -3.63 -1.71 1.28
H -1.76 -3.33 0.85
H 3.10 -3.72 0.93
H 5.41 -4.22 0.97
H 6.15 -1.39 -2.16
H 3.70 -0.98 -2.31
*
```

Atomic partial charges in e from the Löwdin method, atoms 1 to 8: 0.0840 -0.2605 -0.0720 -0.0030 -0.0681 -0.0477 0.0179 -0.0715